[1]
C34H68N4O10 | ωB97M-V/def2-TZVPD

As for the HOMO-LUMO gap: 7.918 eV. Its LUMO energy is 0.0129 Eh.

Last column: Löwdin charge in e.
Geometry (Å):
C: 2.69 -1.63 -2.54  -0.098
C: 2.99 -2.28 -3.81  -0.462
O: 2.25 -2.18 -4.73  0.092
C: 4.19 -3.27 -3.87  -0.002
H: 3.33 -0.75 -2.52  0.059
H: 2.94 -2.18 -1.63  0.147
H: 1.66 -1.27 -2.49  0.098
H: 3.94 -4.24 -3.45  0.082
H: 4.99 -2.79 -3.31  0.061
H: 4.54 -3.41 -4.89  0.078
C: -1.07 1.81 2.07  -0.044
C: -2.05 2.91 1.59  -0.387
O: -2.09 4.04 2.06  0.073
C: -3.07 2.43 0.55  -0.006
H: -0.49 1.51 1.20  0.041
H: -1.66 0.92 2.28  0.083
H: -0.68 1.99 3.07  0.064
H: -2.53 2.39 -0.40  0.023
H: -3.80 3.23 0.44  0.119
H: -3.54 1.51 0.89  0.028
C: -1.89 -1.34 -3.16  -0.028
C: -2.37 -2.76 -3.25  -0.311
O: -2.04 -3.55 -2.35  -0.064
C: -3.33 -3.05 -4.43  0.018
H: -0.94 -1.31 -2.62  0.094
H: -2.64 -0.73 -2.67  0.039
H: -1.76 -0.86 -4.13  0.112
H: -3.58 -4.09 -4.65  0.081
H: -2.83 -2.69 -5.33  0.082
H: -4.23 -2.46 -4.28  0.092
C: 1.00 4.48 0.26  -0.024
C: -0.02 3.52 -0.42  -0.317
O: -1.15 3.97 -0.74  0.029
C: 0.35 2.06 -0.64  -0.019
H: 1.97 4.48 -0.22  0.080
H: 1.02 4.15 1.30  0.075
H: 0.60 5.50 0.27  0.103
H: -0.08 1.83 -1.62  0.093
H: 0.09 1.36 0.15  0.026
H: 1.43 1.97 -0.78  0.076
C: 3.59 0.70 -1.05  -0.055
C: 4.80 0.56 -1.92  -0.357
O: 4.96 -0.43 -2.61  0.036
C: 5.94 1.61 -1.78  0.002
H: 2.91 -0.15 -1.11  0.045
H: 3.02 1.55 -1.43  0.114
H: 3.93 1.00 -0.06  0.070
H: 6.04 2.34 -2.58  0.083
H: 6.92 1.12 -1.81  0.079
H: 5.90 2.27 -0.91  0.058
C: -2.16 1.59 -2.03  -0.046
C: -3.25 0.62 -1.65  -0.458
O: -4.42 0.79 -1.96  0.084
C: -2.84 -0.63 -0.88  -0.097
H: -2.60 2.58 -2.08  0.106
H: -1.70 1.41 -3.00  0.116
H: -1.32 1.59 -1.35  0.022
H: -3.53 -1.42 -1.20  0.140
H: -2.78 -0.47 0.20  0.058
H: -1.87 -0.89 -1.29  0.042
C: 0.35 -1.35 4.50  -0.019
C: 0.15 0.13 4.53  -0.471
O: -0.41 0.75 5.42  0.074
C: 0.76 0.88 3.37  -0.094
H: 1.39 -1.50 4.20  0.110
H: -0.32 -1.67 3.71  -0.001
H: 0.20 -1.82 5.47  0.112
H: 0.81 0.35 2.42  0.060
H: 1.81 1.08 3.57  0.111
H: 0.24 1.83 3.23  0.038
C: -1.97 -5.19 -1.19  -0.056
C: -1.04 -4.27 -0.45  -0.478
O: -0.07 -3.73 -0.98  0.008
N: -1.35 -4.11 0.86  0.091
C: -0.70 -3.18 1.82  -0.039
H: -1.86 -6.17 -0.74  0.087
H: -1.72 -5.25 -2.25  0.100
H: -2.97 -4.80 -1.01  0.102
H: -2.13 -4.61 1.26  0.143
H: -0.08 -2.45 1.31  0.082
H: -0.06 -3.67 2.55  0.108
H: -1.49 -2.51 2.19  0.022
C: 2.67 1.50 1.37  -0.033
C: 3.13 2.88 0.89  -0.530
O: 3.96 2.92 -0.01  0.004
N: 2.68 3.89 1.62  -0.072
C: 3.11 5.29 1.41  -0.044
H: 2.06 0.99 0.63  -0.007
H: 2.09 1.59 2.29  0.036
H: 3.60 0.99 1.61  0.134
H: 1.99 3.70 2.33  0.143
H: 3.83 5.59 2.17  0.093
H: 2.27 5.97 1.56  0.088
H: 3.51 5.50 0.42  0.102
C: -1.75 -1.12 3.20  -0.102
C: -2.97 -0.93 2.32  -0.508
O: -3.12 -1.65 1.38  0.021
N: -3.87 -0.03 2.70  0.052
C: -5.03 0.37 1.95  -0.042
H: -1.64 -0.32 3.93  0.092
H: -0.85 -1.07 2.60  0.051
H: -1.80 -2.08 3.71  0.128
H: -3.57 0.64 3.39  0.151
H: -4.78 0.84 1.00  0.057
H: -5.70 0.97 2.57  0.108
H: -5.53 -0.55 1.62  0.102
N: -0.29 -1.73 -0.81  0.009
C: -0.91 -0.93 0.15  -0.136
C: 0.08 -0.15 0.78  -0.224
C: 1.28 -0.38 0.11  -0.130
C: 1.03 -1.37 -0.82  -0.084
H: -0.70 -2.51 -1.30  0.057
H: -1.96 -1.12 0.31  0.021
H: -0.11 0.49 1.62  0.007
H: 2.31 -0.09 0.31  0.059
H: 1.74 -1.82 -1.50  -0.023

---

[2]
C34H68O12S | ωB97M-V/def2-TZVPD

As for the HOMO-LUMO gap: 9.526 eV. Its LUMO energy is 0.0160 Eh.

Last column: Löwdin charge in e.
Geometry (Å):
C: -7.60 3.18 2.30  -0.056
C: -7.20 3.99 1.06  -0.272
O: -5.89 3.72 0.63  -0.151
C: -5.74 2.50 -0.07  -0.179
C: -4.72 1.58 0.60  -0.187
O: -3.83 1.10 -0.39  -0.150
C: -3.12 -0.05 0.01  -0.171
C: -1.85 -0.13 -0.84  -0.169
O: -0.78 -0.72 -0.14  -0.159
C: -0.64 -2.11 -0.35  -0.159
C: -0.09 -2.89 0.86  -0.393
C: 1.44 -2.77 0.96  -0.110
C: 2.03 -1.36 1.03  -0.399
C: 2.35 -0.89 2.44  -0.027
O: 3.24 -1.42 0.25  -0.050
C: -0.43 -4.41 0.62  -0.130
C: -1.46 -5.00 1.58  -0.167
C: -2.64 -4.06 1.66  -0.180
O: -2.31 -2.88 2.44  -0.221
S: -0.80 -2.36 2.45  0.668
O: -0.09 -3.10 3.45  -0.249
O: -0.88 -0.95 2.59  -0.242
H: -7.46 3.78 3.20  0.072
H: -8.64 2.85 2.26  0.076
H: -6.96 2.31 2.40  0.054
H: -7.24 5.06 1.30  0.114
H: -7.92 3.83 0.25  0.111
H: -5.36 2.72 -1.07  0.126
H: -6.71 2.01 -0.19  0.126
H: -4.19 2.15 1.37  0.133
H: -5.23 0.75 1.10  0.123
H: -2.86 -0.03 1.07  0.122
H: -3.76 -0.93 -0.18  0.132
H: -1.56 0.89 -1.09  0.118
H: -2.05 -0.65 -1.78  0.126
H: 0.09 -2.26 -1.17  0.152
H: -1.59 -2.54 -0.68  0.121
H: 1.81 -3.23 0.04  0.133
H: 1.80 -3.38 1.78  0.130
H: 1.36 -0.65 0.54  0.119
H: 1.48 -0.88 3.08  0.062
H: 2.75 0.12 2.39  0.087
H: 3.09 -1.56 2.88  0.097
H: 3.87 -0.83 0.67  0.059
H: 0.50 -4.98 0.67  0.122
H: -0.82 -4.51 -0.39  0.123
H: -1.81 -5.96 1.18  0.126
H: -1.02 -5.16 2.56  0.116
H: -3.49 -4.51 2.17  0.129
H: -2.95 -3.73 0.67  0.119
C: 0.82 3.41 -1.25  -0.159
C: 1.08 1.91 -1.25  -0.172
C: 2.59 1.86 -1.44  -0.190
O: 3.11 3.03 -0.80  -0.154
C: 2.04 3.93 -0.50  -0.197
H: -0.12 3.70 -0.77  0.113
H: 0.81 3.80 -2.27  0.114
H: 0.80 1.47 -0.29  0.106
H: 0.54 1.37 -2.04  0.108
H: 2.86 1.88 -2.50  0.122
H: 3.04 0.97 -0.99  0.100
H: 1.87 3.93 0.58  0.119
H: 2.34 4.94 -0.80  0.117
C: 7.83 3.14 -0.33  -0.164
C: 6.36 2.90 -0.02  -0.166
C: 6.24 1.39 -0.19  -0.206
O: 7.51 0.85 0.18  -0.162
C: 8.48 1.90 0.29  -0.201
H: 8.22 4.07 0.07  0.111
H: 7.99 3.14 -1.41  0.114
H: 6.14 3.17 1.01  0.119
H: 5.67 3.44 -0.67  0.101
H: 6.03 1.12 -1.23  0.120
H: 5.47 0.95 0.44  0.108
H: 8.70 2.06 1.34  0.117
H: 9.39 1.60 -0.22  0.114
C: -5.11 -1.18 5.26  -0.164
C: -5.10 0.23 5.84  -0.163
C: -5.82 1.02 4.76  -0.215
O: -6.76 0.12 4.16  -0.153
C: -6.48 -1.22 4.59  -0.204
H: -4.99 -1.96 6.00  0.112
H: -4.32 -1.28 4.51  0.108
H: -5.67 0.26 6.78  0.114
H: -4.10 0.62 6.04  0.114
H: -5.13 1.36 3.99  0.110
H: -6.36 1.89 5.14  0.115
H: -7.26 -1.53 5.30  0.116
H: -6.52 -1.88 3.72  0.113
C: -2.79 0.66 -6.43  -0.170
C: -2.56 1.30 -5.06  -0.169
C: -3.76 0.78 -4.28  -0.201
O: -4.06 -0.51 -4.82  -0.142
C: -3.34 -0.70 -6.04  -0.209
H: -1.88 0.59 -7.03  0.111
H: -3.53 1.23 -6.99  0.114
H: -1.63 0.93 -4.62  0.108
H: -2.52 2.38 -5.08  0.112
H: -4.63 1.43 -4.41  0.120
H: -3.57 0.68 -3.21  0.097
H: -2.54 -1.43 -5.87  0.115
H: -4.02 -1.12 -6.79  0.115
C: 8.39 -2.12 -3.19  -0.170
C: 8.51 -1.43 -1.84  -0.171
C: 7.38 -2.08 -1.06  -0.203
O: 7.24 -3.41 -1.58  -0.140
C: 7.99 -3.54 -2.78  -0.213
H: 9.30 -2.10 -3.79  0.109
H: 7.59 -1.66 -3.78  0.112
H: 9.47 -1.68 -1.38  0.118
H: 8.42 -0.35 -1.88  0.096
H: 6.44 -1.54 -1.21  0.110
H: 7.58 -2.14 0.01  0.118
H: 8.88 -4.15 -2.58  0.115
H: 7.38 -4.05 -3.53  0.114

---

[3]
C34H69N2O8 | ωB97M-V/def2-TZVPD

As for the HOMO-LUMO gap: 9.426 eV. Its charge is +1. Its LUMO energy is -0.0766 Eh.

Last column: Löwdin charge in e.
Geometry (Å):
C: 1.64 -1.26 8.46  -0.103
C: 2.67 -0.68 7.46  -0.239
C: 2.00 -0.12 6.19  -0.209
C: 2.76 -0.50 4.88  -0.188
C: 1.70 -0.76 3.80  -0.209
C: 2.29 -1.18 2.44  -0.165
C: 1.49 -0.56 1.27  -0.227
C: 0.09 -1.22 1.07  -0.077
C: -0.15 -1.94 -0.27  -0.098
N: 1.08 -2.24 -1.04  0.029
C: 1.89 -3.41 -0.55  -0.270
C: 1.28 -4.22 0.62  -0.020
C: 2.15 -4.46 -1.68  -0.179
C: 3.66 -4.82 -1.83  -0.068
C: 1.89 -0.98 -1.32  -0.312
C: 3.09 -1.39 -2.23  -0.064
C: 3.76 -0.27 -3.01  -0.257
O: 4.79 0.18 -2.67  0.105
C: 1.07 0.06 -2.08  -0.106
C: 0.54 -0.37 -3.48  -0.166
C: -0.94 -0.82 -3.48  -0.216
C: -1.92 0.36 -3.38  -0.201
C: -3.37 -0.16 -3.46  -0.189
C: -3.85 -0.40 -2.01  -0.215
C: -5.14 -1.23 -1.93  -0.160
C: -5.80 -0.99 -0.55  -0.222
O: -4.77 -0.96 0.43  -0.218
C: -4.81 0.16 1.31  -0.093
C: 2.44 -0.45 0.02  -0.178
C: 2.95 1.01 -0.04  -0.201
N: 3.85 1.33 1.08  -0.089
C: 3.67 2.76 1.42  -0.113
H: 1.72 -0.85 9.47  0.066
H: 0.62 -1.05 8.13  0.058
H: 1.74 -2.35 8.55  0.066
H: 3.40 -1.45 7.23  0.093
H: 3.22 0.09 8.01  0.100
H: 1.88 0.96 6.25  0.114
H: 1.03 -0.62 6.10  0.080
H: 3.37 -1.39 5.05  0.110
H: 3.38 0.33 4.53  0.113
H: 1.05 -1.55 4.19  0.112
H: 1.06 0.12 3.67  0.104
H: 3.29 -0.74 2.39  0.098
H: 2.43 -2.26 2.33  0.105
H: 1.29 0.46 1.61  0.123
H: -0.67 -0.46 1.19  0.122
H: -0.08 -1.92 1.89  0.109
H: -0.80 -1.27 -0.83  0.092
H: -0.79 -2.82 -0.17  0.137
H: 0.74 -2.52 -1.96  0.158
H: 2.88 -3.15 -0.20  0.125
H: 1.13 -3.66 1.54  0.064
H: 0.30 -4.61 0.32  0.093
H: 1.91 -5.10 0.75  0.104
H: 1.80 -4.11 -2.66  0.104
H: 1.61 -5.39 -1.47  0.108
H: 4.32 -4.11 -1.34  0.070
H: 3.90 -4.77 -2.90  0.078
H: 3.83 -5.85 -1.54  0.079
H: 3.87 -1.93 -1.70  0.118
H: 2.70 -2.11 -2.96  0.114
H: 3.30 0.14 -3.93  0.140
H: 0.19 0.39 -1.51  0.121
H: 1.63 0.98 -2.23  0.120
H: 1.12 -1.14 -3.98  0.107
H: 0.58 0.51 -4.13  0.117
H: -1.17 -1.61 -2.76  0.094
H: -1.11 -1.25 -4.47  0.121
H: -1.74 0.91 -2.45  0.109
H: -1.71 1.03 -4.22  0.110
H: -3.42 -1.11 -4.01  0.114
H: -3.99 0.58 -3.98  0.116
H: -3.97 0.58 -1.55  0.120
H: -3.07 -0.96 -1.48  0.095
H: -4.91 -2.30 -2.03  0.112
H: -5.81 -0.92 -2.74  0.115
H: -6.47 -1.82 -0.31  0.119
H: -6.35 -0.05 -0.63  0.117
H: -4.70 -0.22 2.33  0.084
H: -5.76 0.71 1.28  0.088
H: -3.94 0.80 1.11  0.080
H: 3.32 -1.05 0.25  0.133
H: 3.44 1.27 -0.98  0.108
H: 2.08 1.67 0.04  0.119
H: 4.79 1.29 0.69  0.112
H: 4.43 3.12 2.10  0.081
H: 3.67 3.36 0.50  0.082
H: 2.68 2.91 1.86  0.077
C: 0.05 4.24 -5.56  -0.051
O: -0.88 5.00 -6.33  0.008
C: -1.72 4.26 -7.06  -0.617
O: -1.75 3.06 -7.11  0.113
O: -2.52 5.09 -7.73  0.011
C: -3.49 4.45 -8.56  -0.034
H: 0.68 4.94 -5.02  0.095
H: -0.48 3.61 -4.84  0.085
H: 0.68 3.63 -6.21  0.098
H: -4.15 3.83 -7.96  0.097
H: -2.99 3.85 -9.33  0.099
H: -4.07 5.23 -9.04  0.096
C: -1.61 0.91 5.04  -0.044
O: -2.37 1.58 4.03  -0.012
C: -2.55 2.89 4.26  -0.616
O: -2.13 3.51 5.20  0.135
O: -3.27 3.39 3.25  -0.007
C: -3.54 4.79 3.35  -0.035
H: -1.54 -0.14 4.75  0.090
H: -0.61 1.33 5.10  0.083
H: -2.11 0.97 6.00  0.104
H: -2.62 5.36 3.35  0.098
H: -4.12 5.00 4.25  0.101
H: -4.13 5.07 2.48  0.094

---

[4]
C34H70IN7O8 | ωB97M-V/def2-TZVPD

As for the HOMO-LUMO gap: 8.593 eV. Its LUMO energy is -0.0190 Eh.

Last column: Löwdin charge in e.
Geometry (Å):
C: -2.41 -1.07 -11.95  -0.109
C: -1.55 0.14 -12.34  -0.277
C: -1.28 1.16 -11.23  -0.623
I: 0.58 0.82 -10.15  0.877
N: -2.39 1.34 -10.27  0.016
C: -2.50 2.69 -9.86  -0.358
O: -2.64 3.68 -10.54  0.134
C: -2.47 2.76 -8.35  -0.083
C: -2.48 3.84 -7.51  0.012
C: -2.48 3.56 -6.17  -0.042
C: -2.49 2.26 -5.70  -0.006
C: -2.45 1.18 -6.54  -0.154
C: -2.41 -0.25 -6.03  -0.094
C: -1.00 -0.85 -6.34  -0.105
C: -0.25 -1.29 -5.09  -0.461
N: 1.19 -1.53 -5.22  0.087
O: -0.76 -1.48 -4.02  0.093
C: -2.44 1.46 -7.89  -0.056
C: -2.41 0.55 -9.09  -0.397
O: -2.41 -0.66 -8.98  0.103
H: -1.88 -1.70 -11.23  0.067
H: -3.34 -0.78 -11.46  0.070
H: -2.60 -1.71 -12.81  0.076
H: -2.03 0.63 -13.19  0.113
H: -0.60 -0.26 -12.73  0.088
H: -1.16 2.13 -11.71  0.082
H: -2.48 4.85 -7.92  0.110
H: -2.52 4.38 -5.46  0.117
H: -2.52 2.10 -4.62  0.126
H: -3.15 -0.89 -6.51  0.122
H: -2.52 -0.19 -4.95  0.106
H: -0.37 -0.14 -6.88  0.100
H: -1.09 -1.73 -6.99  0.126
H: 1.33 -2.18 -5.99  0.078
H: 1.64 -0.65 -5.46  0.078
C: -1.40 7.30 -9.04  -0.102
O: -1.66 7.60 -7.68  -0.200
C: -0.55 8.08 -6.96  -0.211
C: -0.27 9.58 -7.12  -0.433
C: 0.39 9.94 -8.44  -0.072
N: -1.50 10.38 -6.97  0.038
H: -0.40 6.89 -9.19  0.096
H: -1.55 8.18 -9.67  0.077
H: -2.13 6.55 -9.36  0.073
H: -0.78 7.89 -5.90  0.120
H: 0.35 7.48 -7.18  0.119
H: 0.41 9.87 -6.32  0.134
H: -0.30 9.90 -9.28  0.064
H: 0.79 10.96 -8.40  0.076
H: 1.23 9.27 -8.65  0.078
H: -1.89 10.21 -6.05  0.071
H: -2.19 9.99 -7.61  0.069
C: 0.00 -1.79 2.29  -0.100
O: 0.87 -0.82 1.71  -0.193
C: 1.02 -0.92 0.31  -0.207
C: -0.09 -0.23 -0.50  -0.429
C: -1.38 -1.03 -0.56  -0.072
N: -0.38 1.12 0.00  0.038
H: 0.07 -2.75 1.77  0.086
H: -1.03 -1.43 2.29  0.078
H: 0.31 -1.93 3.32  0.072
H: 1.96 -0.41 0.09  0.122
H: 1.15 -1.96 0.00  0.115
H: 0.28 -0.13 -1.53  0.128
H: -1.94 -0.99 0.38  0.063
H: -2.04 -0.63 -1.34  0.071
H: -1.19 -2.08 -0.80  0.080
H: 0.46 1.68 -0.05  0.069
H: -0.56 1.04 1.00  0.066
C: 3.09 -6.87 2.34  -0.106
O: 3.41 -6.00 1.26  -0.188
C: 2.81 -4.72 1.33  -0.213
C: 3.55 -3.71 2.21  -0.426
C: 3.33 -3.92 3.70  -0.066
N: 4.99 -3.71 1.94  0.042
H: 2.06 -6.72 2.68  0.090
H: 3.78 -6.73 3.16  0.075
H: 3.19 -7.89 1.98  0.086
H: 2.82 -4.34 0.30  0.120
H: 1.75 -4.80 1.62  0.112
H: 3.16 -2.71 1.96  0.127
H: 3.89 -4.78 4.09  0.067
H: 3.66 -3.05 4.26  0.072
H: 2.27 -4.07 3.93  0.074
H: 5.14 -3.47 0.96  0.071
H: 5.32 -4.67 2.00  0.068
C: 0.14 -2.18 6.47  -0.105
O: 1.39 -2.85 6.51  -0.200
C: 2.41 -2.15 7.20  -0.209
C: 2.39 -2.35 8.73  -0.429
C: 1.31 -1.53 9.43  -0.065
N: 2.23 -3.76 9.10  0.042
H: 0.26 -1.10 6.40  0.094
H: -0.46 -2.44 7.33  0.076
H: -0.39 -2.53 5.58  0.076
H: 3.35 -2.56 6.83  0.115
H: 2.41 -1.09 6.94  0.122
H: 3.36 -2.00 9.11  0.135
H: 0.31 -1.95 9.29  0.065
H: 1.49 -1.51 10.51  0.064
H: 1.30 -0.50 9.07  0.080
H: 3.01 -4.29 8.71  0.071
H: 1.42 -4.11 8.60  0.069
C: -2.09 -2.14 12.66  -0.107
O: -0.84 -2.79 12.70  -0.193
C: 0.18 -2.09 13.39  -0.219
C: 0.17 -2.29 14.92  -0.433
C: -0.91 -1.48 15.63  -0.073
N: 0.02 -3.70 15.29  0.038
H: -1.98 -1.05 12.60  0.090
H: -2.69 -2.40 13.53  0.074
H: -2.62 -2.48 11.77  0.086
H: 1.12 -2.50 13.01  0.118
H: 0.17 -1.03 13.12  0.118
H: 1.13 -1.94 15.30  0.134
H: -1.91 -1.90 15.49  0.063
H: -0.72 -1.45 16.70  0.075
H: -0.93 -0.44 15.27  0.078
H: 0.79 -4.23 14.89  0.072
H: -0.80 -4.06 14.79  0.069